Entry 1:
9
Properties=species:S:1:pos:R:3 method="wB97M-V/def2-TZVPD" total_charge=0 gap_ev=8.6977 smiles="O=C=NBr.C=C=O" lumo_energy_ev=-0.306
O -0.692 -3.151 0.934
C 0.250 -2.556 1.268
N 1.168 -1.779 1.351
Br 2.672 -1.520 2.270
C 0.467 0.523 -0.037
C 1.372 -0.299 -0.374
O 2.323 -0.781 -0.832
H 0.786 1.539 0.226
H -0.566 0.302 -0.054

---

Entry 2:
13
Properties=species:S:1:pos:R:3 method="wB97M-V/def2-TZVPD" total_charge=0 gap_ev=10.3887 smiles="C=N.NCO" lumo_energy_ev=0.902
C 0.005 1.947 1.605
N -0.694 1.865 0.554
H -0.133 2.717 2.365
H 0.811 1.228 1.743
H -1.292 2.690 0.483
N 0.831 -2.033 -1.502
C 0.327 -1.169 -0.469
O -1.034 -0.838 -0.672
H 0.303 -2.897 -1.524
H 0.671 -1.571 -2.391
H 0.440 -1.676 0.496
H 0.959 -0.278 -0.445
H -1.194 0.015 -0.242

---

Summary of E_tot in eV
-78767.8163, -7230.4337
(order as listed above)
Summary of energy above the lowest of the compared OMol25 structures with the same formula, charge and spin in kcal/mol
52.81, 43.68
(order as listed above)
Summary of HOMO energy in hartree
-0.33088, -0.34864
(order as listed above)